{"formula": "C12H10F12N4O2", "method": "ωB97M-V with the def2-TZVPD basis set", "elements": ["C", "C", "C", "N", "C", "N", "C", "O", "C", "C", "F", "F", "F", "C", "F", "F", "F", "N", "C", "O", "C", "C", "F", "F", "F", "C", "F", "F", "F", "N", "H", "H", "H", "H", "H", "H", "H", "H", "H", "H"], "coordinates": [[0.61107, 2.70540, -2.91600], [0.11412, 1.76810, -4.00887], [-0.02956, 0.33135, -3.50340], [-1.05004, 0.23631, -2.48733], [-0.84777, -0.06261, -1.21558], [0.37183, -0.46784, -0.80975], [0.46090, -0.74657, 0.46742], [1.64683, -1.15675, 0.95763], [2.69210, -1.23271, 0.03187], [3.77709, -2.12318, 0.66704], [4.80552, -2.28901, -0.16966], [4.24859, -1.63553, 1.80533], [3.28174, -3.33400, 0.91786], [3.23580, 0.17928, -0.33170], [3.18063, 0.37835, -1.65383], [4.50549, 0.35838, 0.02702], [2.52512, 1.14355, 0.24155], [-0.51004, -0.67841, 1.36120], [-1.67205, -0.27481, 0.85538], [-2.72942, -0.17300, 1.67933], [-2.52015, -0.47524, 3.03467], [-2.68477, 0.81325, 3.86672], [-3.92367, 1.29380, 3.85134], [-1.88183, 1.76610, 3.39047], [-2.34734, 0.61334, 5.14260], [-3.52716, -1.56555, 3.44785], [-3.38429, -1.90117, 4.73172], [-3.32036, -2.67017, 2.72710], [-4.79191, -1.20481, 3.26532], [-1.90436, 0.04050, -0.39104], [0.69523, 3.71951, -3.29697], [-0.07377, 2.71342, -2.07111], [1.58827, 2.38822, -2.56246], [-0.85057, 2.11540, -4.38559], [0.81895, 1.76817, -4.84094], [-0.29792, -0.33131, -4.33230], [0.90734, -0.00666, -3.06131], [-1.98000, 0.56149, -2.71217], [2.35660, -1.70765, -0.90419], [-1.49626, -0.85693, 3.18478]], "atomic_forces_ev_per_a": [[-0.1, -0.1, -0.2], [0.1, -0.1, 0.3], [0.2, 0.1, -0.4], [-0.3, 0.2, -0.4], [0.0, -0.3, 1.0], [0.2, 0.0, -0.3], [-0.5, 0.1, -0.1], [-0.2, 0.0, 0.1], [0.4, -0.2, -0.4], [-0.1, -0.1, -0.1], [0.0, 0.1, -0.3], [0.0, 0.2, 0.3], [-0.3, -0.2, 0.0], [0.0, 0.1, -0.2], [0.0, -0.1, -0.3], [0.3, -0.1, 0.2], [-0.2, 0.1, 0.3], [0.1, -0.1, 0.3], [0.7, -0.1, -0.2], [-0.1, 0.0, 0.0], [0.1, -0.1, 0.6], [0.1, 0.0, 0.0], [-0.3, 0.0, -0.1], [0.2, 0.1, -0.3], [0.1, -0.3, 0.1], [0.1, -0.1, -0.1], [0.2, 0.1, 0.2], [0.2, -0.1, -0.3], [-0.2, 0.2, -0.1], [-0.5, 0.2, -0.2], [0.0, 0.1, 0.0], [0.0, 0.1, 0.1], [0.1, 0.0, 0.1], [0.0, 0.0, -0.1], [-0.1, 0.0, -0.1], [0.1, 0.0, 0.1], [-0.1, 0.0, -0.1], [0.1, -0.1, 0.1], [0.2, 0.1, 0.3], [-0.5, 0.1, 0.1]], "smiles": "CCCNc1nc(OC(C(F)(F)F)C(F)(F)F)nc(OC(C(F)(F)F)C(F)(F)F)n1", "gap_ev": 10.459, "multiplicity": 1}